Record 1
{"formula": "C29H29N3O7", "method": "ωB97M-V/def2-TZVPD", "total_charge": 0, "smiles": "CC(=O)Oc1ccc(C(=O)Nc2cc(NC(=O)c3ccc(OC(C)=O)cc3)cc(C(=O)NC(C)(C)C)c2)cc1", "spin_multiplicity": 1, "e_tot_ev": -49349.3893, "species": ["O", "O", "O", "O", "O", "O", "O", "N", "N", "N", "C", "C", "C", "C", "C", "C", "C", "C", "C", "C", "C", "C", "C", "C", "C", "C", "C", "C", "C", "C", "C", "C", "C", "C", "C", "C", "C", "C", "C", "H", "H", "H", "H", "H", "H", "H", "H", "H", "H", "H", "H", "H", "H", "H", "H", "H", "H", "H", "H", "H", "H", "H", "H", "H", "H", "H", "H", "H"], "positions_angstrom": [[-0.78404, 4.93352, -0.55428], [0.01813, 5.65376, -2.53890], [3.17987, 2.28401, -0.03185], [-3.20750, -8.59473, 0.45113], [-3.23402, -7.66335, 2.50764], [-0.35111, -2.03368, 2.25660], [1.50269, 0.48215, -5.98128], [1.45840, 2.10177, 1.44117], [-0.27718, -2.58781, 0.04023], [1.27178, -0.43097, -3.94590], [0.90234, 1.95216, -4.20339], [-4.22712, -9.76475, 2.29247], [-0.24778, 2.09097, -3.43427], [-2.87058, -5.82484, 0.94791], [0.51949, -1.48101, -1.91878], [1.79769, 3.20116, 2.34462], [-1.73697, -5.93043, 3.07349], [-2.22258, -4.63482, 0.67118], [1.55873, 0.59196, -0.40628], [-1.32629, -4.08567, 1.58232], [0.70480, 3.25997, 3.41020], [0.88726, -0.44626, 0.22576], [1.39508, 4.27914, -3.87310], [0.26815, 4.39580, -3.06789], [0.38382, -1.49830, -0.53226], [1.73274, 0.58506, -1.78165], [3.15819, 2.91708, 2.98628], [-0.59842, 7.28992, -0.99446], [2.15820, 1.74275, 0.34997], [-1.10980, -4.73459, 2.79583], [-0.61109, -2.79550, 1.34861], [1.70199, 3.06285, -4.44903], [1.17505, -0.43064, -2.55026], [-0.49046, 5.82201, -1.30788], [-0.57318, 3.30980, -2.87033], [-2.61069, -6.48289, 2.14240], [1.26549, 0.63473, -4.80196], [1.83856, 4.51334, 1.55788], [-3.50786, -8.63344, 1.61121], [-0.82239, 7.85363, -1.89481], [-0.43660, -4.28575, 3.50984], [-3.67798, -10.07010, 3.17918], [-0.89888, 1.24415, -3.27662], [2.01850, 5.14459, -4.03221], [-0.52495, -3.32014, -0.61060], [2.05097, 5.34467, 2.22492], [0.35933, 7.62729, -0.60146], [-1.46378, 3.41055, -2.27206], [0.11144, -2.28903, -2.51108], [2.61373, 4.45978, 0.79873], [0.88099, 4.68197, 1.07089], [-5.21195, -9.42393, 2.60497], [3.12378, 1.98674, 3.54904], [2.57521, 2.95769, -5.07426], [0.92585, 4.04580, 4.12741], [-1.36096, 7.44797, -0.23776], [3.43264, 3.72528, 3.65868], [-0.25829, 3.47464, 2.95166], [-4.32888, -10.59827, 1.60476], [2.30986, 1.37596, -2.23093], [-3.56863, -6.23863, 0.23863], [1.36080, -1.33235, -4.39938], [0.78326, -0.47822, 1.29692], [3.91503, 2.82950, 2.21219], [0.58650, 1.63075, 1.62040], [0.63971, 2.31478, 3.94568], [-2.45855, -4.12227, -0.25059], [-1.56751, -6.44732, 4.00474]], "nbo_charge": [-0.588, -0.498, -0.632, -0.573, -0.502, -0.600, -0.585, -0.614, -0.594, -0.633, -0.153, -0.714, -0.191, -0.190, -0.289, 0.126, -0.241, -0.211, -0.101, -0.152, -0.613, -0.219, -0.240, 0.271, 0.161, -0.240, -0.620, -0.715, 0.670, -0.146, 0.668, -0.157, 0.242, 0.808, -0.195, 0.276, 0.671, -0.634, 0.802, 0.236, 0.238, 0.240, 0.222, 0.230, 0.402, 0.202, 0.246, 0.234, 0.204, 0.237, 0.227, 0.242, 0.206, 0.232, 0.219, 0.238, 0.205, 0.213, 0.239, 0.246, 0.233, 0.410, 0.250, 0.239, 0.405, 0.210, 0.213, 0.230]}



Record 2
{"formula": "C29H29N5O3", "method": "ωB97M-V/def2-TZVPD", "total_charge": 0, "spin_multiplicity": 1, "e_tot_ev": -44131.9288, "species": ["O", "O", "O", "N", "N", "N", "N", "N", "C", "C", "C", "C", "C", "C", "C", "C", "C", "C", "C", "C", "C", "C", "C", "C", "C", "C", "C", "C", "C", "C", "C", "C", "C", "C", "C", "C", "C", "H", "H", "H", "H", "H", "H", "H", "H", "H", "H", "H", "H", "H", "H", "H", "H", "H", "H", "H", "H", "H", "H", "H", "H", "H", "H", "H", "H", "H"], "positions_angstrom": [[-4.66309, -4.76682, -4.38960], [4.43369, -1.45531, 1.46249], [-2.66799, -4.78142, -3.46439], [-3.77277, -4.23270, -3.68802], [-4.50074, 3.93501, 0.02916], [1.17280, -1.06465, 0.15208], [-3.09550, 2.14484, 0.28590], [2.92298, -2.51414, 0.07621], [-2.34228, -0.39641, -0.90841], [3.81738, 1.54120, 1.12603], [-2.56966, 5.36469, 2.88179], [-2.76799, 3.06976, 1.25334], [1.55957, -2.37610, -0.43042], [-5.54501, -1.09023, -2.81269], [-1.82537, 3.09760, 2.29128], [-4.04907, -2.95037, -3.13013], [-5.28406, -2.33448, -3.39059], [-3.33151, -1.05456, -1.72286], [6.10933, 2.30151, 1.27856], [-0.01589, -0.43882, 0.00621], [2.70328, 0.90187, 0.32803], [2.25162, -0.43673, 0.91585], [5.04507, 1.81657, 0.51542], [1.59361, -2.35304, -1.96591], [5.92477, 2.55183, 2.64679], [-3.54094, 5.35389, 1.87303], [3.35590, -1.49602, 0.87525], [0.70406, -3.53603, 0.09782], [-4.60783, -0.47137, -1.98417], [-3.65850, 4.21688, 1.06727], [-1.08373, -0.94917, -0.72505], [4.67565, 2.33337, 3.24486], [-1.73205, 4.24976, 3.09113], [3.76015, -3.66638, -0.19210], [-4.12936, 2.70308, -0.41467], [3.61599, 1.83572, 2.47870], [-3.08563, -2.32633, -2.31913], [1.93969, -0.30903, 1.96951], [4.73212, -3.52411, 0.28849], [3.03753, 0.72380, -0.70672], [-4.21702, 6.18715, 1.67161], [2.30267, -1.58448, -2.30640], [-2.60866, 0.54747, -0.43706], [1.91749, -3.33539, -2.33682], [-0.12239, 0.53240, 0.50222], [2.63472, 1.64668, 2.92410], [0.60822, -2.13092, -2.38314], [7.07857, 2.47276, 0.80352], [5.16056, 1.60872, -0.55226], [1.04817, -4.47705, -0.35253], [4.52012, 2.53673, 4.30784], [-5.99490, -2.84916, -4.02863], [3.30476, -4.58723, 0.19381], [-0.99755, 4.29531, 3.89796], [-0.35161, -3.39722, -0.14645], [-4.84483, 0.48011, -1.51118], [1.83137, 1.57247, 0.28308], [-4.62212, 2.23374, -1.25671], [-1.19544, 2.21894, 2.45159], [6.75831, 2.91861, 3.24787], [-0.90558, -1.89693, -1.21982], [-2.15224, -2.86513, -2.16133], [-6.49924, -0.60692, -3.01859], [3.91575, -3.79377, -1.27040], [-2.46643, 6.25026, 3.51723], [0.81106, -3.59430, 1.19011]], "nbo_charge": [-0.361, -0.585, -0.381, 0.499, -0.553, -0.330, -0.657, -0.455, 0.115, 0.069, -0.255, 0.072, 0.324, -0.222, -0.256, -0.011, -0.123, -0.178, -0.201, 0.240, -0.429, -0.135, -0.222, -0.634, -0.214, -0.244, 0.680, -0.636, -0.083, 0.141, -0.404, -0.183, -0.253, -0.421, 0.153, -0.246, -0.065, 0.240, 0.262, 0.215, 0.210, 0.230, 0.292, 0.233, 0.251, 0.207, 0.225, 0.218, 0.207, 0.234, 0.219, 0.260, 0.204, 0.198, 0.225, 0.245, 0.227, 0.147, 0.176, 0.219, 0.199, 0.224, 0.240, 0.203, 0.203, 0.232]}



Record 3
{"formula": "C29H29NS4Ta", "method": "ωB97M-V/def2-TZVPD", "total_charge": 3, "spin_multiplicity": 1, "e_tot_ev": -76901.1995, "species": ["Ta", "S", "S", "S", "S", "N", "C", "C", "C", "C", "C", "C", "C", "C", "C", "C", "C", "C", "C", "C", "C", "C", "C", "C", "C", "C", "C", "C", "C", "C", "C", "C", "C", "C", "C", "H", "H", "H", "H", "H", "H", "H", "H", "H", "H", "H", "H", "H", "H", "H", "H", "H", "H", "H", "H", "H", "H", "H", "H", "H", "H", "H", "H", "H"], "positions_angstrom": [[0.12418, 0.16476, -0.13383], [-2.28476, -0.56121, -1.05627], [0.38875, 0.01642, -2.55188], [1.37615, -1.88725, 0.19106], [1.56638, 0.73266, 2.14075], [-1.30015, -0.61348, 1.85860], [-3.44405, -1.20588, 2.72504], [-2.99728, -1.51269, 0.31499], [-3.00884, -0.95518, 4.01581], [-1.30152, 3.05123, -2.06229], [-2.41665, 2.75092, -1.26718], [-0.85812, -0.42561, 3.11356], [2.94537, -0.37441, 1.91646], [-0.94943, 2.70957, 0.67558], [-0.46610, -1.51070, -2.84710], [2.83372, -1.50807, 1.11063], [0.59373, -0.19204, 3.39118], [-1.92966, -3.77354, -3.51903], [-2.56142, -1.04045, 1.67099], [0.16978, 3.06177, -0.11984], [3.90647, -2.38515, 1.00484], [-2.42747, -2.89927, -2.56250], [4.13148, -0.09442, 2.57807], [-1.69326, -0.57736, 4.21266], [1.42981, 3.59765, 0.51019], [-1.67726, -1.78929, -2.20927], [0.03503, -2.40377, -3.78518], [1.34554, 5.13756, 0.43925], [5.08658, -2.11563, 1.68571], [-0.69337, -3.54053, -4.10748], [5.20308, -0.97032, 2.46018], [-2.21342, 2.56622, 0.10484], [-3.78039, 2.67409, -1.86284], [-0.04269, 3.19350, -1.51281], [2.70385, 3.10651, -0.18246], [-4.54667, 2.50675, -1.10906], [-0.85086, 2.72148, 1.75719], [6.12975, -0.75559, 2.97426], [-1.43719, 3.21944, -3.12408], [2.84094, 3.58536, -1.15180], [0.77992, 3.50076, -2.14669], [-1.30298, -0.42848, 5.21008], [3.57519, 3.36165, 0.41876], [0.97934, -2.19780, -4.27222], [-3.68280, -1.07843, 4.85326], [-3.83775, 1.87622, -2.60830], [-4.07859, -1.42095, 0.22485], [-3.39926, -3.07831, -2.11935], [2.23143, 5.57471, 0.89787], [2.69318, 2.01525, -0.33182], [-2.72358, -2.56234, 0.18625], [4.21627, 0.79994, 3.18214], [1.46120, 3.31653, 1.56459], [5.91361, -2.80683, 1.59904], [-4.45309, -1.54752, 2.53888], [-0.30190, -4.23977, -4.83353], [-2.52440, -4.62521, -3.81930], [3.81389, -3.26565, 0.38243], [-4.01752, 3.60033, -2.39000], [1.09757, -1.15312, 3.50835], [0.47123, 5.51647, 0.96846], [1.29487, 5.47095, -0.59755], [0.71090, 0.36773, 4.31789], [-3.06972, 2.38315, 0.74418]], "nbo_charge": [1.251, 0.475, 0.072, 0.123, 0.421, -0.515, -0.210, -0.574, -0.074, -0.164, 0.083, 0.222, -0.254, -0.231, -0.200, -0.205, -0.556, -0.168, 0.219, -0.054, -0.172, -0.141, -0.113, -0.207, -0.264, -0.238, -0.174, -0.597, -0.135, -0.140, -0.175, -0.206, -0.663, -0.160, -0.596, 0.238, 0.248, 0.262, 0.259, 0.237, 0.260, 0.262, 0.255, 0.257, 0.271, 0.247, 0.280, 0.235, 0.249, 0.176, 0.284, 0.242, 0.218, 0.263, 0.261, 0.263, 0.262, 0.254, 0.277, 0.284, 0.227, 0.218, 0.279, 0.248]}



Gap between HOMO and LUMO for the records above, in order: 8.81 4.04 5.58 eV
E_LUMO for the records above, in order: 0.321 -2.574 -11.415 eV
Energy relative to the best compared isomer or geometry (same formula, charge and spin) for the records above, in order: 0.091 7.026 1.284 eV